A structure of composition C36H90CrF4NO28P6S2 at a distorted geometry. Source: OMol25; level of theory: wB97M-V/def2-TZVPD.

```
168
Properties=species:S:1:pos:R:3:lowdin_spin:R:1
C 31.986 -7.057 -30.220 0.00
H 32.743 -8.878 -30.343 0.00
O 36.965 -6.915 -30.971 0.00
H 34.905 -4.920 -35.100 0.00
H 29.719 -3.651 -34.893 0.00
O 35.640 -9.187 -38.577 0.00
C 36.120 -14.895 -29.430 0.00
O 33.384 -9.362 -35.426 0.01
H 35.498 -14.035 -29.680 0.00
P 28.476 -10.478 -37.060 0.00
O 29.463 -10.402 -38.415 0.00
C 27.801 -7.804 -28.508 0.00
H 35.580 -8.181 -30.117 0.00
H 24.151 -9.119 -36.323 0.00
H 31.473 -5.538 -39.228 0.00
H 28.719 -14.125 -38.167 0.00
H 35.955 -7.085 -38.145 0.00
H 37.854 -5.649 -34.897 0.00
H 37.315 -9.481 -31.302 0.00
F 32.916 -9.404 -32.987 0.00
H 35.069 -12.697 -31.588 0.00
O 37.290 -8.003 -40.050 0.00
H 35.688 -10.009 -31.787 0.00
C 30.568 -5.339 -39.803 0.00
C 40.301 -9.524 -37.162 0.00
C 36.797 -5.868 -34.752 0.00
O 33.673 -7.410 -33.883 0.00
H 26.954 -3.245 -35.685 0.00
H 34.772 -16.021 -28.147 0.00
H 40.310 -17.219 -32.874 0.00
H 36.322 -8.711 -41.783 0.00
O 38.699 -7.143 -32.812 0.00
H 28.696 -7.184 -28.459 0.00
C 39.405 -17.178 -32.267 0.00
H 39.828 -8.205 -31.447 0.00
S 32.822 -8.536 -34.309 0.01
H 27.095 -7.012 -28.759 0.00
P 37.093 -14.429 -31.841 0.00
P 30.183 -10.029 -30.102 0.00
O 27.245 -9.457 -37.407 0.00
H 28.945 -11.253 -27.159 0.00
H 34.106 -2.071 -37.358 0.00
H 33.792 -3.744 -37.185 0.00
H 35.432 -8.195 -36.884 0.00
H 26.764 -9.258 -29.579 0.00
O 36.899 -15.362 -30.504 0.00
C 35.912 -7.897 -31.115 0.00
H 28.070 -2.085 -34.898 0.00
H 36.248 -6.655 -42.942 0.00
H 34.141 -13.510 -34.319 0.00
H 27.774 -9.406 -39.821 0.00
C 39.935 -7.353 -32.119 0.00
H 38.320 -16.905 -34.045 0.00
C 34.752 -13.521 -32.227 0.00
F 29.695 -7.198 -35.422 0.00
H 36.544 -8.787 -32.813 0.00
C 24.953 -9.668 -36.816 0.00
H 27.510 -8.318 -27.592 0.00
H 31.486 -2.077 -38.222 0.00
O 31.776 -6.362 -35.844 0.00
C 29.583 -12.130 -27.265 0.00
C 41.126 -7.657 -33.101 0.00
H 40.798 -8.526 -33.671 0.00
C 33.819 -7.616 -38.250 0.00
H 37.010 -5.618 -41.577 0.00
C 33.456 -2.863 -37.731 0.00
H 30.704 -3.145 -40.575 0.00
H 27.862 -8.569 -30.740 0.00
O 27.734 -11.887 -37.068 0.00
H 35.160 -12.213 -33.993 0.00
H 36.605 -14.615 -28.496 0.00
H 41.406 -6.949 -33.880 0.00
H 26.347 -8.045 -36.533 0.00
H 29.821 -12.555 -26.289 0.00
C 34.330 -12.763 -33.548 0.00
O 31.128 -9.081 -29.175 0.00
O 28.723 -4.607 -36.600 0.00
C 31.954 -2.570 -37.370 0.00
N 31.076 -8.519 -34.311 0.02
O 30.561 -11.503 -29.592 0.00
O 35.689 -14.487 -32.605 0.00
C 26.299 -9.134 -36.500 0.00
C 32.279 -8.350 -29.510 0.00
H 26.623 -13.200 -38.246 0.00
H 35.434 -7.556 -40.887 0.00
H 35.919 -3.860 -34.317 0.00
C 36.397 -9.181 -31.808 0.00
H 37.280 -17.262 -32.950 0.00
H 24.922 -9.616 -37.905 0.00
H 26.560 -9.391 -35.473 0.00
H 31.176 -6.430 -29.848 0.00
C 30.488 -4.169 -40.882 0.00
O 38.160 -4.770 -32.066 0.00
H 31.417 -11.081 -27.764 0.00
H 31.652 -7.057 -31.258 0.00
H 29.890 -8.439 -38.209 0.00
H 25.017 -10.649 -36.346 0.00
O 37.708 -13.084 -31.705 0.00
C 35.958 -4.640 -35.078 0.00
C 27.374 -12.416 -38.350 0.00
O 28.690 -9.919 -29.495 0.00
H 40.275 -6.422 -31.666 0.00
O 38.110 -8.682 -37.917 0.00
C 29.825 -9.170 -39.015 0.00
C 35.312 -7.940 -37.936 0.00
H 28.632 -4.891 -34.604 0.00
H 36.689 -6.588 -35.563 0.00
P 29.623 -3.962 -37.813 0.00
H 31.065 -4.343 -41.790 0.00
H 32.881 -6.471 -30.428 0.00
H 33.222 -8.514 -38.092 0.00
H 35.490 -17.219 -29.136 0.00
H 30.343 -6.274 -40.316 0.00
O 30.663 -6.173 -33.605 0.00
H 36.109 -4.261 -36.089 0.00
H 40.308 -8.440 -37.051 0.00
H 29.442 -12.705 -39.121 0.00
C 38.182 -16.652 -32.993 0.00
H 33.453 -6.703 -37.780 0.00
H 33.451 -12.125 -33.448 0.00
C 28.581 -13.340 -38.910 0.00
H 40.724 -9.967 -36.261 0.00
C 38.808 -9.575 -37.077 0.00
H 33.593 -2.995 -38.805 0.00
H 28.423 -13.818 -39.876 0.00
H 28.770 -7.946 -40.269 0.00
H 38.636 -10.627 -37.303 0.00
H 39.106 -18.175 -31.944 0.00
O 29.614 -5.207 -38.773 0.00
H 27.064 -3.194 -33.898 0.00
C 28.765 -9.014 -40.051 0.00
C 27.611 -3.071 -34.833 0.00
O 38.020 -15.235 -32.922 0.00
H 31.853 -1.982 -36.458 0.00
H 39.699 -16.532 -31.439 0.00
H 30.819 -9.400 -39.397 0.00
H 29.011 -9.679 -40.879 0.00
F 31.039 -11.430 -33.852 0.02
H 32.984 -8.177 -28.696 0.00
O 37.533 -10.583 -39.851 0.00
P 37.193 -9.292 -39.145 0.00
Cr 29.754 -9.799 -33.803 2.88
C 27.767 -8.847 -29.690 0.00
O 31.142 -3.798 -37.283 0.00
H 29.078 -12.986 -27.713 0.00
O 30.181 -9.674 -31.567 0.00
F 28.126 -8.657 -33.448 0.03
O 36.488 -6.199 -33.404 0.00
O 28.982 -2.723 -38.319 0.00
H 33.851 -13.918 -31.759 0.00
C 30.714 -11.779 -28.218 0.00
H 33.758 -7.467 -39.328 0.00
C 35.208 -16.166 -29.136 0.00
O 29.199 -10.158 -35.748 0.01
H 38.493 -9.541 -36.034 0.00
H 34.410 -15.996 -29.859 0.00
C 36.452 -7.813 -41.179 0.00
H 40.780 -9.566 -38.141 0.00
C 36.855 -6.594 -42.038 0.00
H 26.950 -11.744 -39.096 0.00
C 28.762 -4.026 -35.256 0.00
H 35.051 -7.379 -31.535 0.00
S 31.036 -6.976 -34.739 0.01
H 42.054 -7.853 -32.563 0.00
P 37.619 -6.127 -32.259 0.00
H 29.484 -4.119 -41.302 0.00
H 31.368 -12.651 -28.215 0.00
H 37.813 -6.732 -42.539 0.00
```

For the LUMO energy (spin up / spin down), the calculation gives -0.0909 / -0.0431 Ha. Its molecular weight is 1363.061 g mol⁻¹. As for the gap between HOMO and LUMO (spin up / spin down): 7.40 / 8.70 eV. Its spin multiplicity is 4. Its net charge is 0. The calculation puts the strongest force on any atom at 6.9 eV/Å. As for the HOMO energy (spin up / spin down): -9.9 / -9.9 eV.